Density functional theory data (the ωB97M-V functional and the def2-TZVPD basis) for C40H70N10 as an isolated structure.

Spin multiplicity: 1
Charge: 0
Relative energy (zero: lowest compared OMol25 entry of this formula, charge and spin), kcal per mole: 1508.4
Kohn-Sham gap, eV: 5.62
Highest occupied orbital energy, eV: -5.909

Each line ends with the Löwdin charge.
Element x y z (Å)
N  -0.151  -2.876  0.623  -0.092
N  -1.273  0.763  -2.277  0.287
N  4.530  2.151  3.129  0.168
N  3.019  -3.934  -3.288  0.173
N  -1.439  6.010  -2.991  0.191
N  3.489  -0.344  3.995  0.166
N  1.156  2.743  -1.497  0.037
N  -0.991  1.200  1.002  -0.057
N  -3.344  -1.978  -3.304  0.138
N  0.093  3.705  -6.514  0.145
C  1.704  0.642  -3.005  -0.159
C  -0.829  -3.771  0.350  -0.162
C  -2.936  -2.423  -2.325  -0.205
C  -2.326  4.642  -0.952  -0.140
C  -1.340  2.247  1.322  -0.114
C  0.338  0.989  -0.188  -0.264
C  1.420  1.811  -2.163  -0.108
C  2.237  -3.832  2.905  -0.098
C  -1.792  3.236  -0.821  -0.195
C  2.021  -4.007  0.114  -0.183
C  -1.682  -4.916  -0.022  -0.194
C  -0.941  4.614  2.302  -0.214
C  -1.877  3.556  1.775  -0.129
C  -2.757  -5.229  1.024  -0.232
C  0.155  -0.097  0.822  -0.193
C  2.134  1.072  3.120  -0.272
C  1.210  -2.764  2.541  -0.168
C  1.784  -0.630  -2.249  -0.225
C  -0.002  2.115  -4.446  -0.155
C  3.433  -3.523  0.483  -0.088
C  0.039  2.996  -5.623  -0.214
C  2.984  -0.735  -1.321  -0.047
C  1.980  -1.501  2.149  -0.179
C  -2.057  3.489  -3.649  -0.076
C  -2.855  -2.074  0.239  -0.116
C  0.345  -1.551  0.312  -0.165
C  -0.299  3.206  -0.896  -0.281
C  -1.692  5.865  2.834  -0.064
C  1.271  2.757  1.314  -0.075
C  -2.372  -0.591  0.031  -0.065
C  -2.233  -5.744  2.355  -0.096
C  -1.830  5.414  -2.078  -0.218
C  2.830  -0.839  3.163  -0.216
C  -0.812  2.691  -3.257  -0.245
C  1.034  2.007  2.675  -0.153
C  2.344  -3.643  -2.369  -0.212
C  3.455  1.659  3.113  -0.231
C  1.494  -3.409  -1.219  -0.186
C  -2.439  -2.935  -1.026  -0.236
C  -0.574  0.877  -1.368  -0.165
H  0.190  1.938  0.327  0.049
H  -2.638  3.330  2.521  0.147
H  2.896  -0.128  -0.420  0.088
H  1.295  -2.344  -1.099  0.035
H  0.782  2.717  3.463  0.109
H  -3.344  -4.335  1.233  0.094
H  0.919  0.593  -3.761  0.082
H  -1.365  -3.116  -1.065  0.070
H  -2.197  6.366  2.008  0.071
H  3.450  -2.433  0.474  0.042
H  1.695  2.114  0.543  0.093
H  2.636  -1.714  1.306  0.088
H  -1.292  -0.479  0.117  0.012
H  3.120  -3.676  3.526  0.099
H  4.162  -3.805  -0.276  0.100
H  1.389  -1.805  0.127  0.091
H  0.560  -2.527  3.384  0.141
H  0.849  -0.846  -1.732  0.081
H  1.014  1.760  -4.273  0.058
H  1.654  -4.628  3.369  0.088
H  1.338  1.018  -0.620  0.106
H  -0.128  3.252  -2.620  0.051
H  -2.451  3.904  0.916  0.083
H  -1.841  4.518  -3.937  0.035
H  -0.352  4.129  3.080  0.097
H  -2.417  5.606  3.605  0.076
H  1.983  0.637  4.108  0.134
H  -2.707  0.092  0.812  0.099
H  2.565  0.893  -3.624  0.151
H  -2.053  5.289  -0.118  0.110
H  -2.189  2.615  -1.624  0.107
H  1.278  -0.766  1.755  0.005
H  -1.007  -5.756  -0.189  0.148
H  0.139  3.724  -0.043  0.105
H  -2.435  -2.527  1.137  0.098
H  -1.633  -6.642  2.210  0.074
H  -1.536  -5.025  2.787  0.062
H  2.028  0.230  2.435  0.052
H  -2.633  2.935  -4.390  0.103
H  -2.727  3.597  -2.796  0.053
H  -0.287  -1.749  -0.554  0.154
H  -3.449  -5.945  0.579  0.120
H  -1.107  1.861  -2.615  -0.092
H  -3.074  -5.992  3.002  0.075
H  -3.416  4.648  -0.959  0.149
H  1.873  -1.429  -2.985  0.116
H  2.598  -4.321  2.001  0.016
H  1.951  3.594  1.478  0.133
H  -3.939  -2.090  0.350  0.119
H  3.245  -1.761  -1.062  0.045
H  -0.283  4.924  1.490  0.112
H  0.870  0.016  1.638  0.074
H  1.992  -5.091  0.001  0.141
H  0.088  2.187  -0.905  -0.008
H  -1.061  6.593  3.345  0.078
H  0.480  -3.771  -1.387  0.126
H  -2.078  2.751  0.112  0.061
H  0.328  3.161  0.948  0.005
H  0.081  -2.204  1.144  -0.081
H  -0.829  0.033  1.271  0.055
H  0.142  1.382  2.633  0.104
H  -2.985  -3.879  -1.012  0.088
H  3.776  -3.809  1.477  0.075
H  -2.161  -4.599  -0.948  0.042
H  -0.567  1.256  -4.806  0.135
H  3.855  -0.318  -1.827  0.108
H  1.391  -3.830  0.986  0.058
H  0.509  -3.040  1.753  -0.003
H  -2.710  -0.147  -0.905  0.081
H  0.110  3.759  -1.742  0.112

Forces on the atoms, in the same order (eV/Å):
N -2.4 -3.4 1.0
N -0.7 -6.0 2.2
N -3.6 -1.2 -0.3
N -1.8 1.0 2.5
N -0.2 0.4 2.0
N 1.0 -5.0 -0.5
N 13.8 -1.5 -3.5
N -13.0 12.3 2.4
N 0.1 -0.2 -0.2
N 0.0 0.5 -0.8
C -0.4 0.1 -0.3
C -5.1 -9.3 -1.6
C -0.1 1.0 0.9
C -0.4 0.9 0.4
C -1.7 2.4 3.9
C 1.8 -6.3 -1.1
C 1.6 0.6 -1.5
C -1.5 -2.3 0.7
C -1.2 -0.2 -1.6
C 1.3 -0.6 -0.6
C 2.1 -0.8 0.9
C 0.1 0.7 0.6
C -1.0 -0.1 1.6
C 0.0 -0.2 0.2
C 4.9 -8.2 -0.4
C -2.9 4.3 -0.6
C 3.5 0.9 4.2
C 0.8 -1.1 0.0
C -1.6 1.2 -1.7
C 1.1 0.2 -1.7
C 0.0 -0.2 1.0
C 0.7 0.4 -0.3
C 1.5 -1.2 1.4
C -0.1 -0.9 -1.2
C 0.4 1.3 -1.7
C 4.3 8.8 -12.2
C -6.4 6.2 2.1
C 0.1 -0.6 0.0
C 2.0 -0.4 3.3
C -1.5 -1.0 0.5
C 0.3 -0.3 -0.4
C 0.7 1.6 -0.9
C 3.4 -4.3 2.6
C 0.9 3.3 -3.9
C -0.1 1.2 0.1
C 1.8 -1.6 -2.5
C 3.9 2.4 -0.4
C -0.1 -0.5 0.2
C -4.2 4.0 -2.5
C 0.6 -3.9 2.2
H 2.0 -2.3 -1.2
H 0.0 -0.1 0.4
H -0.1 -0.1 0.2
H 0.9 -1.4 -1.3
H 0.4 0.2 0.0
H -0.1 0.0 -0.2
H 0.3 -1.7 1.3
H -0.6 0.5 -0.8
H -0.1 0.1 0.1
H 0.6 -0.7 -0.2
H 1.2 1.0 1.2
H -0.2 0.5 0.8
H -2.3 -1.1 -1.3
H -0.3 0.8 0.2
H 0.1 -0.2 0.0
H -0.7 1.0 0.3
H 0.1 0.1 0.4
H 0.2 0.5 -0.4
H -1.0 2.0 -0.9
H 0.1 -0.2 0.5
H 0.1 -1.4 1.0
H -1.8 -0.6 -4.1
H 0.1 0.3 1.5
H -0.2 -1.3 -1.1
H 0.1 0.5 0.0
H -0.3 -0.2 -0.2
H -1.2 1.4 -0.3
H -0.8 -0.6 0.1
H 0.6 -0.4 0.3
H 0.1 -0.1 0.4
H -0.3 0.4 0.9
H 2.9 -3.8 1.7
H 0.1 -0.3 0.3
H -0.9 0.8 -1.9
H -0.2 0.3 0.0
H -0.1 -0.2 0.0
H -0.3 0.2 0.3
H 0.6 2.7 0.1
H 0.0 0.0 -0.3
H -0.1 -0.2 -0.8
H 0.7 2.3 -1.3
H 0.0 -0.2 0.0
H 0.1 4.5 -3.1
H 0.2 0.2 0.2
H -0.2 0.1 -0.2
H 0.1 0.1 -0.2
H -0.8 -0.1 1.8
H 0.0 0.1 0.0
H 0.0 -0.1 -0.1
H -0.1 0.5 -0.3
H 0.2 0.2 0.2
H -2.5 3.8 -1.7
H 0.3 -0.2 -0.1
H -3.3 2.7 0.0
H 0.4 -0.1 -0.4
H 0.3 -0.6 -0.6
H -1.2 0.3 -3.1
H 1.4 -0.4 2.0
H -0.6 1.8 11.6
H 1.5 -4.2 1.5
H 0.5 0.3 0.4
H -1.1 2.0 -0.1
H 0.6 0.1 -1.2
H 1.5 -3.6 0.3
H 0.0 -0.5 -0.1
H 0.1 -0.1 -0.1
H 0.8 -0.5 -1.7
H 1.4 -1.4 2.7
H -0.3 -0.5 0.2
H -2.1 2.6 2.1

***

Density functional theory data (the ωB97M-V functional and the def2-TZVPD basis) for a 2-piece molecular cluster, C7H6BrNO3 overall.

Spin multiplicity: 1
Charge: 0
Relative energy (zero: lowest compared OMol25 entry of this formula, charge and spin), kcal per mole: 51.9
Kohn-Sham gap (alpha / beta), eV: 8.31 / 4.26
Highest occupied orbital energy (alpha / beta), eV: -9.993 / -7.870

Each line ends with the natural charge from an NBO analysis.
Element x y z (Å)
Br  2.637  2.333  1.299  -0.065
O  -2.903  2.310  0.382  -0.447
O  -1.769  1.542  -1.453  -0.623
O  -1.683  1.447  1.943  -0.357
N  -1.944  1.628  0.764  0.457
C  1.424  -1.174  0.990  -0.217
C  0.068  -0.695  -1.372  -0.169
C  -1.208  1.028  -0.381  0.470
C  0.937  -1.814  -1.274  -0.182
C  0.436  -0.206  0.934  -0.150
C  1.600  -2.046  -0.035  -0.196
C  -0.255  0.068  -0.291  -0.193
H  0.444  0.551  1.728  0.248
H  -2.462  2.193  -1.100  0.513
H  2.207  -2.927  0.289  0.229
H  1.070  -2.318  -2.182  0.223
H  2.028  -1.171  1.955  0.233
H  -0.628  -0.750  -2.195  0.226

Forces on the atoms, in the same order (eV/Å):
Br -0.1 -0.2 -0.1
O -0.6 0.8 0.5
O 1.0 -0.7 -1.0
O 0.3 -0.2 -0.6
N 0.7 -0.8 0.0
C -0.4 1.5 2.4
C 0.3 -3.2 -1.2
C -3.5 3.3 0.9
C -0.2 2.2 2.1
C 1.1 1.9 -0.2
C 0.5 -1.8 -1.2
C 1.8 -1.1 2.4
H -0.6 -0.6 -0.2
H 0.3 -0.6 0.1
H -0.3 0.6 -1.4
H 0.3 -1.3 -0.7
H -0.8 -0.5 -1.5
H 0.3 0.7 -0.6

***

Density functional theory data (the ωB97M-V functional and the def2-TZVPD basis) for C8H12AlO4 as an isolated structure.

Spin multiplicity: 2
Charge: +2
<S²>: 0.757
Kohn-Sham gap (alpha / beta), eV: 8.12 / 2.75
Highest occupied orbital energy (alpha / beta), eV: -15.908 / -15.904

Each line ends with the natural charge from an NBO analysis.
Element x y z (Å)
Al  -0.626  2.009  1.344  0.991
O  -0.279  3.692  -3.504  -0.347
O  -0.643  -0.884  2.069  -0.713
O  0.923  -2.427  2.672  -0.440
O  -0.554  2.731  -1.518  -0.133
C  -0.249  1.351  -3.584  -0.459
C  -0.350  2.631  -2.722  0.791
C  0.044  -3.125  4.750  -0.436
C  -0.173  -1.686  2.890  0.837
C  -0.242  3.373  -4.907  -0.082
C  0.342  1.927  -4.940  -0.422
C  1.179  -3.236  3.778  -0.084
C  -0.588  -1.804  4.328  -0.549
H  -1.198  0.817  -3.649  0.304
H  -0.311  -0.993  5.001  0.260
H  1.409  -4.264  3.498  0.219
H  0.457  -3.095  5.758  0.242
H  0.015  1.396  -5.834  0.289
H  0.415  4.116  -5.360  0.262
H  -1.675  -1.842  4.394  0.258
H  1.425  1.970  -5.051  0.262
H  0.528  0.703  -3.179  0.291
H  2.085  -2.870  4.260  0.193
H  -0.663  -3.955  4.756  0.234
H  -1.272  3.466  -5.248  0.233

Forces on the atoms, in the same order (eV/Å):
Al -0.1 -0.9 0.7
O -0.1 -0.6 2.8
O 0.9 -0.7 0.5
O -1.8 1.1 -1.7
O 0.2 -0.4 0.0
C 1.9 -0.6 -0.6
C -0.3 1.8 -3.2
C -0.3 0.1 0.9
C 0.6 2.2 -0.2
C 0.5 -1.2 -1.0
C -1.3 1.6 0.0
C 1.7 -1.6 1.5
C -1.3 -1.0 0.5
H -0.1 0.2 0.1
H 0.4 0.3 -0.6
H -0.2 0.1 -0.5
H -0.2 0.1 0.0
H -0.4 -0.3 0.3
H -0.2 0.0 0.0
H 0.0 0.0 -0.1
H 0.0 -0.2 0.8
H -0.4 -0.3 0.4
H 0.1 0.2 -0.2
H 0.0 0.0 -0.4
H 0.2 0.0 -0.2

***

The evaluated DFT total energy for the records listed, in turn: -57450.230; -85025.540; -23257.914 eV.